16
Properties=species:S:1:pos:R:3 method="wB97M-V/def2-TZVPD" homo_lumo_gap_ha=0.3342 smiles="C=[NH+][O-].C/C=C/O" homo_energy_ha=-0.3065 total_charge=0
C -0.4797 0.7093 -4.2209
N -0.2905 0.2505 -2.9985
O 0.6803 0.5406 -2.3045
H -1.3728 0.2682 -4.6253
H 0.2568 1.3853 -4.7278
H -0.8748 -0.3981 -2.4434
C 0.6259 -0.0616 3.5510
C 0.5005 0.1080 2.0185
C -0.3078 -0.6931 1.2956
O -0.5588 -0.6361 -0.0203
H 0.7151 0.9368 4.0793
H 1.3659 -0.8731 3.7845
H -0.2644 -0.7517 3.8587
H 0.8647 0.8609 1.3485
H -0.9792 -1.4230 1.9437
H 0.1189 -0.2228 -0.5393

16
Properties=species:S:1:pos:R:3 method="wB97M-V/def2-TZVPD" s2=2.01 homo_lumo_gap_ha="0.2246 / 0.2811" multiplicity=3 homo_energy_ha="-0.1900 / -0.3535" total_charge=0
C 1.2970 2.4249 0.1353
C 0.8407 -1.5217 0.3875
C -1.2082 -1.4904 -1.2318
C -0.5799 -0.9673 0.0602
N 0.2604 1.8383 0.5334
O -0.8709 2.4899 1.0265
O -1.0815 -0.2167 0.8423
H 2.1058 1.8021 -0.2474
H 1.4968 3.5751 0.2838
H 1.4273 -1.0221 -0.3985
H 1.0702 -1.1450 1.2816
H 0.6950 -2.5170 0.4875
H -0.4768 -1.2474 -1.9486
H -2.2625 -1.1750 -1.3427
H -1.3582 -2.5072 -1.0440
H -1.3553 1.6798 1.1750

16
Properties=species:S:1:pos:R:3 method="wB97M-V/def2-TZVPD" s2=0.75 homo_lumo_gap_ha="0.3961 / 0.1782" multiplicity=2 homo_energy_ha="-0.5358 / -0.5353" total_charge=+1
O 1.3780 1.4235 0.5241
C 1.2465 0.2659 0.2403
O 1.6847 -0.7053 1.1902
C 0.5534 -0.4556 -0.9381
C -0.7291 -1.2350 -0.3511
C -1.7371 -0.1313 0.1545
N -1.9723 0.8689 -0.9364
H 2.1288 -0.2610 1.9471
H 1.2255 -1.2322 -1.3341
H 0.2437 0.2228 -1.7127
H -0.3750 -1.7933 0.5296
H -1.2071 -1.8317 -1.2040
H -1.4826 0.3047 1.2074
H -2.7774 -0.7696 0.3603
H -1.4199 1.6669 -0.7026
H -3.0333 1.2019 -0.8843

17
Properties=species:S:1:pos:R:3 method="wB97M-V/def2-TZVPD" homo_lumo_gap_ha=0.3572 smiles="O=C(CCS)NCO" homo_energy_ha=-0.3362 total_charge=0
O 1.7320 1.1267 -0.8462
C 0.9752 0.4961 -0.1362
C -0.5155 0.6656 -0.3098
C -0.8596 0.8849 -1.8013
S -2.2161 -0.2251 -2.2791
N 1.4296 -0.3823 0.7958
C 0.6675 -0.8044 1.9616
O 1.1928 -2.0401 2.4553
H -0.7845 1.5325 0.2729
H -1.0991 -0.1820 0.0428
H -1.2003 1.9005 -1.9274
H -0.0235 0.7397 -2.4599
H -2.9084 0.5620 -3.1117
H 2.4248 -0.4523 0.9213
H -0.3617 -0.9428 1.6621
H 0.8044 -0.1092 2.7700
H 0.7422 -2.7698 1.9897

18
Properties=species:S:1:pos:R:3 method="wB97M-V/def2-TZVPD" homo_lumo_gap_ha=0.2970 smiles="O=C(O)C(=S)S.CCN" homo_energy_ha=-0.3389 total_charge=0
O 0.9397 1.3335 1.2748
C 1.9074 1.1891 0.5869
O 2.8628 2.1568 0.5160
C 2.3967 -0.1687 0.0198
S 3.7794 -0.2179 -0.9018
S 1.3997 -1.5175 0.4275
H 3.6423 1.7449 0.1174
H 0.4183 -0.7242 0.9124
C -1.8323 0.0470 -1.3235
C -1.8980 -0.9836 -0.1601
N -1.1788 -0.3548 0.9915
H -2.7496 0.7081 -1.4361
H -0.9417 0.6089 -1.4256
H -1.7659 -0.6072 -2.2671
H -1.1951 -1.7938 -0.4414
H -2.9994 -1.1446 -0.0663
H -1.3484 -0.8414 1.9535
H -1.4370 0.5654 1.2222

17
Properties=species:S:1:pos:R:3 method="wB97M-V/def2-TZVPD" homo_lumo_gap_ha=0.3769 smiles="CC(=O)OOCCN" homo_energy_ha=-0.3429 total_charge=0
C 0.6873 -1.4248 -1.9957
C 0.9734 -1.0573 -0.5646
O 2.0351 -0.7681 -0.0921
O -0.1793 -1.3295 0.1569
O -0.2585 -0.8785 1.5007
C 0.1440 0.4501 1.6958
C -0.3241 1.4096 0.5085
N -1.7177 1.2954 0.1492
H 1.5787 -1.8379 -2.4499
H 0.3972 -0.5323 -2.5412
H -0.1160 -2.1514 -2.0492
H 1.2327 0.5292 1.7855
H -0.3538 0.7201 2.6301
H -0.1328 2.4192 0.8787
H 0.2806 1.3191 -0.3967
H -1.9289 0.3528 -0.1610
H -2.3178 1.4843 0.9450

17
Properties=species:S:1:pos:R:3 method="wB97M-V/def2-TZVPD" homo_lumo_gap_ha=0.4124 homo_energy_ha=-0.3886 total_charge=0
O 0.2261 1.4572 -0.0875
C 0.0317 0.2701 -0.3011
N 1.1529 -0.5074 -0.6336
C 2.2744 0.3465 -1.0232
O 1.9813 1.1544 -2.1803
C -1.3120 -0.3823 0.0220
C -1.4827 -0.2630 1.5387
O -3.0534 -0.7070 1.9367
H 0.9973 -1.3336 -1.1939
H 2.4737 0.8572 -0.0797
H 3.1748 -0.1450 -1.4077
H 1.2277 1.6469 -1.7401
H -2.1252 0.2257 -0.3980
H -1.4128 -1.3925 -0.4009
H -0.5728 -0.6541 2.0352
H -1.4011 0.6956 2.0352
H -2.1799 -1.2688 1.8783

19
Properties=species:S:1:pos:R:3 method="wB97M-V/def2-TZVPD" homo_lumo_gap_ha=0.3475 smiles="C/C(C(O)O)=[N+](/[O-])O.C=O" homo_energy_ha=-0.3317 total_charge=0
C -0.1247 0.0226 -1.6050
C 0.7581 -0.2621 -0.3949
C 1.5533 0.8720 0.1904
O 0.8561 1.7692 1.0052
O 2.8297 0.4970 0.6512
N 0.7591 -1.3784 0.2464
O 1.4929 -1.6925 1.2272
O -0.0582 -2.3730 -0.3493
H 0.5301 0.5146 -2.4108
H -0.5129 -0.9388 -1.9645
H -0.9839 0.7158 -1.3105
H 1.8310 1.5887 -0.5722
H 0.4419 1.3104 1.7570
H 2.9287 -0.2144 1.3707
H 0.2959 -3.2254 -0.0480
C -2.5318 -0.8988 1.2863
O -1.7493 0.0145 1.2193
H -3.6244 -0.8699 1.2762
H -2.1682 -1.9702 1.3485

16
Properties=species:S:1:pos:R:3 method="wB97M-V/def2-TZVPD" homo_lumo_gap_ha=0.3847 smiles="C=[N+](P)C(=O)CC" homo_energy_ha=-0.5696 total_charge=+1
C -1.3343 -1.1163 -0.9134
N -0.9709 -0.2965 -0.0356
P -2.0514 0.9958 0.7338
C 0.3844 -0.4486 0.8975
O 0.1247 -0.5309 2.0470
C 1.5738 -0.3472 0.1180
C 1.6288 1.1322 -0.3216
H -2.1210 -0.8632 -1.6582
H -0.6151 -1.8609 -1.3789
H -2.3185 0.0023 1.7327
H -3.1281 0.4099 -0.0003
H 2.3422 -0.6723 0.8356
H 1.5176 -0.8862 -0.8543
H 0.6721 1.3563 -0.8138
H 2.5586 1.4060 -0.9422
H 1.7370 1.7197 0.5537

16
Properties=species:S:1:pos:R:3 method="wB97M-V/def2-TZVPD" homo_lumo_gap_ha=0.3904 homo_energy_ha=-0.3612 total_charge=0
C -1.3481 0.0111 -0.8632
C 0.9693 -1.1014 -0.7516
C -0.5407 -0.5398 0.2470
C 0.1102 0.5283 1.1252
N 1.3995 1.1478 -1.5641
O 0.0554 -0.3263 -3.2141
S 0.3315 0.1455 -1.8777
H -2.1798 -0.5384 -1.3747
H -1.7055 1.0657 -0.5781
H 1.9306 -1.0989 -0.2298
H 0.5546 -2.1123 -1.1597
H -0.7847 -1.3859 0.9033
H 1.0056 0.8021 0.5207
H 0.3295 0.0882 2.2141
H -0.6162 1.3177 1.2386
H 1.3323 2.1342 -1.8221

16
Properties=species:S:1:pos:R:3 method="wB97M-V/def2-TZVPD" homo_lumo_gap_ha=0.3118 smiles="C=[S@@]1(=O)CCCN1" homo_energy_ha=-0.2961 total_charge=0
C 2.0900 -1.7731 -0.2937
S 1.0426 0.1822 -0.1185
O 1.8293 1.3012 0.3257
C -0.3666 1.0108 -1.0764
C -1.3503 0.9988 0.1386
C -1.2325 -0.3397 0.8106
N 0.1513 -0.2233 1.2783
H 2.9957 -1.4347 -0.8095
H 1.4272 -2.4194 -0.8620
H -0.4973 0.3907 -1.9119
H 0.2032 1.8815 -1.3382
H -2.4295 1.2170 -0.2564
H -1.0446 1.8632 0.7217
H -2.0245 -0.2909 1.5528
H -1.4408 -1.2899 0.2521
H 0.6468 -1.0745 1.5870

16
Properties=species:S:1:pos:R:3 method="wB97M-V/def2-TZVPD" homo_lumo_gap_ha=0.3565 smiles="C=NS[C@@H](C)CO" homo_energy_ha=-0.3256 total_charge=0
C 3.1321 -0.0829 0.0240
N 1.8952 0.1814 -0.1130
S 0.7723 -1.1047 0.0594
C -0.7739 -0.2569 -0.3711
C -1.8957 -1.2480 -0.0337
C -0.9644 1.0768 0.3583
O -0.1945 2.1183 -0.1803
H 3.5084 -1.0682 0.1879
H 3.8646 0.7444 -0.1000
H -0.7628 -0.0480 -1.4463
H -1.9452 -1.4177 1.0715
H -2.8540 -0.8574 -0.4081
H -1.7349 -2.1901 -0.5491
H -0.7667 0.9219 1.4046
H -1.9972 1.3979 0.2751
H 0.7168 1.8334 -0.1791

Computed values of energy above the lowest of the compared OMol25 structures with the same formula, charge and spin (unit: kcal/mol) for the preceding records, in sequence: 122.55; 47.09; 56.90; 20.24; 24.37; 89.17; 106.21; 120.59; 45.75; 119.02; 143.58; 41.43.